Computed, not measured: a 2-piece molecular cluster, C55H52N3O2 overall, with ωB97M-V/def2-TZVPD.

Structure (XYZ):
```
112
C55H52N3O2, DFT ωB97M-V/def2-TZVPD
C 5.90908 0.03858 2.32163
C 4.50289 -0.48423 2.23860
C 3.87362 -0.59462 0.99674
C 2.54669 -1.03552 0.89406
C 1.88430 -1.26714 -0.42935
C 1.85696 -1.30272 2.07537
N 0.45255 -1.56373 1.99884
C -0.13409 -2.81286 1.89124
C 0.54253 -3.99178 1.36998
C -0.20854 -4.81540 0.50385
C 0.40732 -5.89178 -0.12724
C 1.75392 -6.18613 0.13857
C 2.47895 -5.41376 1.05525
C 1.87635 -4.32715 1.68372
N -1.39292 -2.76851 2.22887
N -1.67612 -1.42525 2.46757
C -2.90293 -1.19762 3.17669
C -3.07899 -1.80909 4.43558
C -2.04397 -2.69154 5.05915
C -4.26481 -1.57402 5.12739
C -5.30366 -0.83029 4.56179
C -6.56938 -0.57455 5.32078
C -5.16057 -0.35660 3.25514
C -3.96958 -0.52320 2.54823
C -3.87291 -0.01528 1.14902
C -0.52560 -0.68676 2.42573
C -0.40329 0.69307 1.88536
O -0.82688 0.86377 0.70305
C 0.26571 1.77958 2.57195
C 0.81576 1.60947 3.92478
C 0.47132 3.01221 1.84572
C -0.41308 3.49460 0.84686
C -0.06265 4.55040 0.01515
C 1.10996 5.27426 0.25199
C 1.92586 4.92279 1.33294
C 1.62915 3.79919 2.10475
C 2.48227 -1.30251 3.32563
C 1.78201 -1.76616 4.56685
C 3.82025 -0.89086 3.38734
H 6.24615 0.06390 3.36262
H 6.60200 -0.59337 1.74907
H 5.97091 1.05453 1.90780
H 4.41942 -0.35372 0.08037
H 0.86650 -0.85944 -0.44428
H 2.45206 -0.77524 -1.23063
H 1.81911 -2.34296 -0.66339
H -1.25556 -4.55610 0.32588
H -0.16487 -6.50129 -0.82808
H 2.23527 -7.02904 -0.35908
H 3.51973 -5.64985 1.28371
H 2.42199 -3.72978 2.41472
H -2.48348 -3.16606 5.94892
H -1.73178 -3.49468 4.37833
H -1.14921 -2.14387 5.40036
H -4.38729 -1.99394 6.12859
H -6.88012 0.47075 5.22435
H -7.39441 -1.19658 4.95056
H -6.42586 -0.79978 6.37944
H -5.99938 0.15181 2.77043
H -4.78624 -0.26756 0.59187
H -3.77234 1.08000 1.12845
H -3.01803 -0.44230 0.61849
H 0.82855 2.57764 4.45246
H 0.19945 0.90919 4.50139
H 1.85119 1.22326 3.91678
H -1.37688 3.00987 0.71701
H -0.71614 4.80203 -0.81961
H 1.38333 6.10476 -0.40334
H 2.81778 5.51157 1.55886
H 2.31025 3.48840 2.90318
H 2.49918 -1.75544 5.39931
H 0.94642 -1.11433 4.85550
H 1.40480 -2.79551 4.46926
H 4.33185 -0.90059 4.35515
C 4.59929 5.09058 -3.60786
C 3.48501 4.27017 -3.03729
C 3.70576 3.49038 -1.89608
C 2.72794 2.63869 -1.41683
C 1.48682 2.50066 -2.10930
C 0.52754 1.52916 -1.71624
C -0.34113 0.87103 -2.63365
C 0.01466 0.64992 -3.99832
C -0.83298 -0.02650 -4.86189
C -2.05842 -0.51052 -4.38025
O -2.93576 -1.25549 -5.15639
C -3.03091 -0.97384 -6.52074
C -3.24710 -2.07507 -7.35435
C -3.13934 -1.89670 -8.73258
C -2.94656 -0.61421 -9.26310
C -2.88543 0.49545 -8.41626
C -2.91282 0.32621 -7.02907
C -2.41788 -0.36119 -3.03045
C -1.58831 0.34312 -2.18934
C 1.24425 3.37571 -3.20847
C 2.22028 4.25197 -3.64339
H 4.25993 5.63755 -4.49324
H 4.97698 5.81369 -2.87454
H 5.45398 4.46714 -3.90938
H 4.67441 3.55398 -1.39241
H 2.89748 2.03912 -0.51817
H 0.52582 1.23849 -0.67927
H 0.98155 0.99522 -4.36759
H -0.55405 -0.18132 -5.90353
H -3.42748 -3.04673 -6.89573
H -3.21048 -2.76908 -9.38538
H -2.85627 -0.47974 -10.34157
H -2.80419 1.50386 -8.82029
H -2.81735 1.17844 -6.34870
H -3.35710 -0.79276 -2.68825
H -1.86870 0.51753 -1.15418
H 0.26546 3.35959 -3.69673
H 2.02321 4.92033 -4.48325
```

total charge: +1
DFT total energy: -2441.518136 a.u.
HOMO-LUMO gap: 0.152 hartree
maximum force: 0.1201 hartree/bohr

=====

Computed, not measured: a 4-piece molecular cluster, C10H30N6O4 overall, with ωB97M-V/def2-TZVPD.

Structure (XYZ):
```
50
C10H30N6O4, DFT ωB97M-V/def2-TZVPD
C -4.72966 2.20629 1.32078
O -4.05995 3.22463 1.30167
N -6.09340 2.17302 1.22147
N -4.19360 0.98004 1.62057
H -6.54422 1.30231 1.43777
H -6.65190 2.99165 1.09072
H -3.18516 0.86624 1.65704
H -4.72888 0.13661 1.50835
C -0.46583 0.41081 0.95823
O -1.51356 0.06238 1.49557
N -0.16997 1.73742 0.86596
N 0.44692 -0.43596 0.40695
H -0.91029 2.30737 1.24365
H 0.61933 2.18675 0.40683
H 1.26042 -0.06533 -0.04264
H 0.19040 -1.40968 0.44332
C 1.99091 4.55979 1.62024
C 2.70834 4.22263 0.30297
C 3.83648 3.25354 0.56449
O 4.30306 2.69170 -0.66142
C 4.21245 1.28761 -0.72038
N 1.74058 3.56268 -0.59844
H 1.27810 5.36140 1.41350
H 2.72164 5.00530 2.29945
H 1.50923 3.69079 2.05831
H 3.01007 5.18055 -0.12969
H 3.61641 2.51864 1.34142
H 4.70072 3.81112 0.95551
H 4.87971 0.90092 -1.49251
H 3.20868 0.96847 -1.03211
H 4.49459 0.82707 0.22833
H 2.14864 3.40075 -1.50905
H 0.92419 4.15874 -0.67077
C -1.91001 -5.49246 -2.55915
C -1.26158 -4.22824 -2.02138
C -0.74866 -4.49981 -0.60810
O 0.05250 -3.41481 -0.21701
C 0.87688 -3.74026 0.89346
N -0.21862 -3.75590 -2.91507
H -2.63212 -5.84819 -1.81575
H -1.16720 -6.23352 -2.84774
H -2.57114 -5.34425 -3.42023
H -2.04408 -3.46018 -1.90361
H -0.21342 -5.46079 -0.61243
H -1.62463 -4.64885 0.03351
H 0.33692 -4.20913 1.71899
H 1.34714 -2.82579 1.24603
H 1.66372 -4.42486 0.55996
H -0.60102 -3.61501 -3.84068
H 0.16091 -2.87422 -2.59690
```

total charge: 0
DFT total energy: -1028.551302 a.u.
structure (SMILES): COC[C@H](C)N.COC[C@H](C)N.NC(N)=O.NC(N)=O
HOMO-LUMO gap: 0.364 hartree
maximum force: 0.0336 hartree/bohr
relative energy (zero: lowest compared OMol25 entry of this formula, charge and spin): 3.2 kcal/mol

=====

Computed, not measured: NOP in the gas phase, with ωB97M-V/def2-TZVPD.

Structure (XYZ):
```
3
NOP, DFT ωB97M-V/def2-TZVPD
N -0.13728 0.06910 0.02583
O 1.02602 -0.14080 -0.01370
P -1.59478 0.02562 -0.00304
```

total charge: 0
DFT total energy: -471.270134 a.u.
structure (SMILES): [O-][N+]#P
HOMO-LUMO gap: 0.358 hartree
maximum force: 0.0662 hartree/bohr
relative energy (zero: lowest compared OMol25 entry of this formula, charge and spin): 0.0 kcal/mol

=====

Computed, not measured: a 2-piece molecular cluster, C30H50F3IN3O3 overall, with ωB97M-V/def2-TZVPD.

Structure (XYZ):
```
90
C30H50F3IN3O3, DFT ωB97M-V/def2-TZVPD
C 4.09195 1.56900 -2.23054
C 4.38070 0.26624 -2.97800
C 3.26890 -0.12043 -3.96644
C 2.38813 -1.29980 -3.49107
C 0.98370 -0.82119 -3.11269
C -0.07792 -1.91326 -2.94389
C 0.34012 -3.15062 -2.13232
C -0.25220 -3.20071 -0.70098
C 0.78576 -2.78546 0.35219
C 0.22599 -2.24503 1.67670
C -0.77400 -1.09775 1.56150
C -1.74418 -1.05673 2.76248
C -2.61759 -2.28217 2.85442
C -3.67382 -2.24209 3.97297
C -3.16295 -2.77051 5.31578
C -2.16789 -1.84695 6.00863
N -0.77243 -2.03929 5.63139
C 0.18145 -1.05641 5.69139
C 1.41094 -1.56993 5.27481
C 1.18645 -2.93843 4.96850
C -0.16356 -3.19555 5.19672
O -2.62376 0.06782 2.61329
C -1.92061 1.27696 2.69334
C -1.00649 1.39208 1.48796
C -1.75471 1.39428 0.15616
C -1.43788 2.62163 -0.65493
O -1.09746 3.64792 -0.21374
I -1.59785 2.32349 -2.78125
N -0.04040 0.23439 1.57480
C 1.00473 0.37681 0.49475
O 2.26885 -0.01507 0.91068
C 2.90054 0.78226 1.82825
F 4.16616 0.84128 1.54945
F 2.38423 2.00899 1.84375
F 2.73459 0.27641 3.04319
H 4.76565 1.68533 -1.38229
H 3.07465 1.58925 -1.83528
H 4.24977 2.43106 -2.87202
H 5.32870 0.39464 -3.49542
H 4.55215 -0.51818 -2.24165
H 3.73281 -0.39426 -4.91031
H 2.65142 0.75748 -4.14082
H 2.85945 -1.67690 -2.58508
H 2.35363 -2.09878 -4.22540
H 0.63910 -0.14963 -3.89905
H 1.08383 -0.19519 -2.22263
H -0.39573 -2.21728 -3.93759
H -0.95367 -1.44768 -2.48515
H -0.01386 -4.02982 -2.66498
H 1.41972 -3.24565 -2.06378
H -1.12205 -2.54400 -0.70370
H -0.62345 -4.20063 -0.49612
H 1.35835 -3.67761 0.59851
H 1.49981 -2.10525 -0.10494
H -0.19226 -3.06881 2.23935
H 1.06475 -1.88803 2.27711
H -1.39881 -1.15372 0.67815
H -1.14584 -0.89191 3.66361
H -3.11446 -2.43648 1.89603
H -2.01845 -3.17069 3.02829
H -4.05441 -1.23562 4.12966
H -4.52137 -2.83954 3.64883
H -4.01519 -2.85820 5.98705
H -2.77960 -3.78049 5.20531
H -2.42655 -0.80891 5.80881
H -2.24560 -1.97831 7.08762
H -0.02142 -0.05316 6.02930
H 2.33720 -1.02777 5.24510
H 1.92950 -3.64165 4.63918
H -0.67901 -4.13065 5.08975
H -2.61171 2.11343 2.71436
H -1.31509 1.30610 3.60771
H -0.41988 2.30644 1.56458
H -1.55788 0.52671 -0.46543
H -2.82812 1.37700 0.34322
H 0.38207 0.28386 2.50860
H 0.71953 -0.28781 -0.31026
H 0.98634 1.39137 0.10757
C -1.98503 6.45018 -7.00352
C -1.85253 5.49559 -5.82273
C -0.40027 5.09737 -5.53991
C 0.18018 4.30670 -6.62365
N 0.61487 3.66719 -7.47190
H -1.64976 5.98313 -7.93030
H -3.02369 6.74960 -7.13859
H -1.39339 7.35318 -6.84461
H -2.44900 4.59934 -6.00587
H -2.25559 5.96772 -4.92459
H -0.34647 4.49966 -4.62855
H 0.20919 5.98808 -5.37884
```

total charge: +1
DFT total energy: -2160.150373 a.u.
HOMO-LUMO gap: 0.319 hartree
maximum force: 0.0289 hartree/bohr

=====

Computed, not measured: C29H25N6O2STi as an isolated structure, with ωB97M-V/def2-TZVPD.

Structure (XYZ):
```
64
C29H25N6O2STi, DFT ωB97M-V/def2-TZVPD
Ti -0.17713 -1.45121 -0.46697
O -0.16833 -3.05344 -1.07265
C -0.19975 -4.39058 -1.31801
C 0.95001 -5.15012 -1.35518
C 0.84349 -6.50868 -1.61316
C -0.39694 -7.09122 -1.84383
C -1.53989 -6.31260 -1.78447
C -1.46508 -4.95268 -1.50899
C -2.70377 -4.16125 -1.31962
N -2.67900 -2.92641 -1.05599
C -3.84454 -2.14386 -0.72815
C -3.38129 -0.69563 -0.77943
N -2.13097 -0.52970 -0.00103
C -2.19200 0.24979 1.01547
C -1.13227 0.46509 1.98745
C -1.25099 1.53735 2.87965
C -0.32374 1.73516 3.87792
C 0.72963 0.82817 4.01195
C 0.86126 -0.23950 3.14716
C -0.06134 -0.42166 2.12435
O 0.06238 -1.48887 1.30089
H 1.90762 -4.67703 -1.18335
H 1.73762 -7.11819 -1.62784
H -0.46879 -8.14792 -2.06135
H -2.51492 -6.75797 -1.95361
H -3.64737 -4.71870 -1.38080
H -4.17877 -2.38544 0.28383
H -4.68610 -2.29289 -1.40950
H -4.15441 -0.03207 -0.39345
H -3.17535 -0.42191 -1.81209
H -3.11639 0.79510 1.20119
H -2.08961 2.21578 2.76612
H -0.42298 2.56729 4.56261
H 1.44960 0.95315 4.81405
H 1.66124 -0.96133 3.25091
S 2.24459 -1.64693 -0.93902
C 2.52579 0.03895 -0.75893
N 3.75822 0.51464 -0.97523
N 4.16454 1.71322 -0.72943
C 3.79543 2.73235 0.20053
C 4.44982 3.94451 0.01490
C 4.26239 4.98125 0.91203
C 3.43416 4.80319 2.00965
C 2.79156 3.58464 2.19278
C 2.95394 2.54653 1.29041
N 1.51932 0.92007 -0.65646
N 0.34416 0.48085 -1.01439
C -0.54774 1.58159 -1.28102
C -1.41240 1.45443 -2.35573
C -2.29747 2.47950 -2.65849
C -2.32078 3.62706 -1.87983
C -1.43447 3.75635 -0.81494
C -0.53625 2.74211 -0.51945
H 5.02342 1.90263 -1.22469
H 5.10968 4.07477 -0.83762
H 4.77340 5.92327 0.75844
H 3.29581 5.60573 2.72317
H 2.15520 3.43924 3.05564
H 2.44697 1.60983 1.44958
H -1.35746 0.56774 -2.97467
H -2.95903 2.38818 -3.51164
H -3.01769 4.42354 -2.10948
H -1.43584 4.65999 -0.21697
H 0.16963 2.83477 0.29672
```

total charge: +1
DFT total energy: -2846.595354 a.u.
HOMO-LUMO gap (spin up / spin down): 0.231 / 0.234 hartree
maximum force: 0.0379 hartree/bohr
relative energy (zero: lowest compared OMol25 entry of this formula, charge and spin): 51.1 kcal/mol

=====

Computed, not measured: C17H14ClF3N2O3 in the gas phase, with ωB97M-V/def2-TZVPD.

Structure (XYZ):
```
40
C17H14ClF3N2O3, DFT ωB97M-V/def2-TZVPD
C -2.66006 2.60590 -0.32326
C -2.15560 1.17878 -0.50456
H -2.99604 0.47356 -0.50349
C -1.13135 0.66937 0.53508
O -0.42732 -0.27812 0.27190
N -1.13751 1.32964 1.71933
C -0.34692 1.09254 2.83790
N -0.59304 1.93992 3.83290
C 0.08452 1.82348 4.95726
C 1.04934 0.84306 5.14273
C 1.31164 -0.04595 4.10658
C 0.60280 0.07456 2.92702
H 0.77101 -0.58849 2.09570
H 2.05703 -0.81676 4.22500
Cl 1.90690 0.73078 6.63458
H -0.15312 2.53693 5.73340
H -1.73248 2.13882 1.83697
O -1.55782 0.99127 -1.79036
C -0.32620 1.48834 -1.93951
O 0.20534 2.22262 -1.15022
C 0.32700 0.92634 -3.18451
C 0.91414 -0.37559 -2.70337
C 0.12983 -1.51947 -2.67814
C 0.64169 -2.69496 -2.15065
C 1.92865 -2.74202 -1.63360
C 2.70543 -1.59774 -1.65822
C 2.20123 -0.42162 -2.18438
H 2.80526 0.47324 -2.18134
H 3.70568 -1.62133 -1.25399
H 2.31124 -3.66099 -1.21735
C -0.23490 -3.91292 -2.10464
F -1.04229 -4.00951 -3.17648
F 0.46131 -5.06040 -2.05613
F -1.04689 -3.92556 -1.03053
H -0.88010 -1.49447 -3.05837
H -0.42381 0.75899 -3.95424
H 1.10163 1.60768 -3.53159
H -1.82748 3.29508 -0.20209
H -3.33217 2.67257 0.52846
H -3.21656 2.89243 -1.21378
```

total charge: 0
DFT total energy: -1751.316312 a.u.
structure (SMILES): C[C@@H](OC(=O)Cc1cccc(C(F)(F)F)c1)C(=O)Nc1ccc(Cl)cn1
HOMO-LUMO gap: 0.349 hartree
maximum force: 0.0131 hartree/bohr
relative energy (zero: lowest compared OMol25 entry of this formula, charge and spin): 3.7 kcal/mol

=====

Computed, not measured: C5H7NO2 in the gas phase, with ωB97M-V/def2-TZVPD.

Structure (XYZ):
```
15
C5H7NO2, DFT ωB97M-V/def2-TZVPD
C -2.00187 0.67194 -0.02552
C -0.68627 -0.14101 0.34223
C -0.37654 -1.48816 -0.05258
C 1.60047 -0.43089 -0.12936
C 2.14096 1.09279 -0.10316
H -2.49064 0.43606 -0.96772
H -1.65858 1.72077 -0.48780
H -2.66300 0.65998 0.82392
H -0.45913 0.19749 1.31866
H 0.54992 -2.15230 0.48760
H -1.19593 -1.90137 -0.57325
H 3.29450 1.09997 -0.00856
N 0.25166 -0.40558 -0.70510
O 2.34001 -1.34794 0.09843
O 1.35442 1.98826 -0.01778
```

total charge: 0
DFT total energy: -399.832074 a.u.
structure (SMILES): C[C@H]1CN1C(=O)C=O
HOMO-LUMO gap: 0.353 hartree
maximum force: 0.0824 hartree/bohr
relative energy (zero: lowest compared OMol25 entry of this formula, charge and spin): 83.8 kcal/mol

=====

Computed, not measured: C3H8N2O2 as an isolated structure, with ωB97M-V/def2-TZVPD.

Structure (XYZ):
```
15
C3H8N2O2, DFT ωB97M-V/def2-TZVPD
C 0.09359 -0.17967 1.22255
C 0.37791 -1.02883 -1.01870
C -0.98469 1.10538 0.58897
N -0.07259 -1.30389 0.30874
O 1.32318 0.28617 1.27646
N 0.89779 0.36386 -1.15282
O 1.04122 0.85084 -2.26023
H 1.43075 0.64708 -0.02475
H -1.01597 -1.66886 0.31844
H -0.35711 -0.40648 2.19407
H 1.26264 -1.64164 -1.23416
H -0.37459 -1.19383 -1.79458
H -1.56491 1.31027 1.48499
H -0.40419 1.98629 0.32784
H -1.65304 0.87331 -0.23683
```

total charge: 0
DFT total energy: -378.911530 a.u.
HOMO-LUMO gap (spin up / spin down): 0.248 / 0.248 hartree
maximum force: 0.0662 hartree/bohr
relative energy (zero: lowest compared OMol25 entry of this formula, charge and spin): 144.0 kcal/mol